# 1
A 6-piece molecular cluster, C12H40BNO4 overall, computed with the ωB97M-V functional and the def2-TZVPD basis.

## Properties
HOMO-LUMO gap (eV): 8.6546
ΔE to the lowest compared entry with this formula, charge and spin (kcal per mole): 0.00
E_tot (eV): -23447.2312
LUMO level (eV): 0.1453
Multiplicity: 1
Charge: 0

Element x y z (Å)
N  0.48  -0.67  0.10
H  -0.19  -1.47  0.32
H  0.49  -0.55  -0.93
H  1.44  -0.87  0.39
H  0.15  0.19  0.58
B  -1.07  -3.09  0.84
H  -1.51  -2.27  1.56
H  -1.03  -2.64  -0.22
H  0.02  -3.32  1.16
H  -1.68  -4.06  0.94
C  -0.93  -0.32  -3.28
C  0.49  -0.12  -3.79
C  0.54  1.01  -4.80
O  1.20  0.24  -2.57
H  -1.24  0.49  -2.64
H  -1.08  -1.25  -2.72
H  -1.63  -0.44  -4.11
H  0.91  -1.04  -4.21
H  0.06  1.94  -4.48
H  0.02  0.71  -5.71
H  1.58  1.23  -5.10
H  1.93  0.84  -2.79
C  -3.47  -0.11  -0.27
C  -4.28  -0.78  0.84
C  -5.78  -0.60  0.77
O  -4.01  -2.19  0.71
H  -3.96  -0.38  -1.21
H  -2.46  -0.47  -0.26
H  -3.51  0.98  -0.15
H  -3.79  -0.50  1.79
H  -6.24  -1.03  1.66
H  -6.17  -1.20  -0.05
H  -6.03  0.45  0.63
H  -3.07  -2.40  0.94
C  0.44  3.28  2.68
C  -0.12  2.76  1.38
C  0.92  2.68  0.26
O  -0.66  1.43  1.60
H  1.25  2.63  3.03
H  -0.32  3.38  3.45
H  0.98  4.22  2.54
H  -1.01  3.31  1.03
H  0.49  2.28  -0.66
H  1.70  2.01  0.61
H  1.32  3.66  0.02
H  -0.64  1.22  2.54
C  5.21  -0.32  0.99
C  4.08  -1.24  1.44
C  3.26  -0.57  2.54
O  3.17  -1.41  0.32
H  5.87  -0.08  1.82
H  4.84  0.64  0.63
H  5.80  -0.79  0.19
H  4.50  -2.23  1.62
H  3.78  -0.34  3.46
H  2.45  -1.26  2.78
H  2.78  0.32  2.14
H  3.69  -1.88  -0.34

# 2
A 3-piece molecular cluster, C4H15NO2 overall, computed with the ωB97M-V functional and the def2-TZVPD basis.

## Properties
HOMO-LUMO gap (eV): 9.0351
ΔE to the lowest compared entry with this formula, charge and spin (kcal per mole): 51.42
E_tot (eV): -9974.8563
Structure (SMILES): CCNCC.O.O
LUMO level (eV): 0.6154
Multiplicity: 1
Charge: 0

Element x y z (Å)
C  -1.02  -0.15  -0.47
C  -1.73  1.23  -0.30
N  -0.73  2.18  0.19
C  -0.35  1.96  1.64
C  -0.65  3.23  2.39
H  -1.29  -0.85  0.32
H  0.02  0.02  -0.74
H  -1.30  -0.69  -1.38
H  -2.24  1.46  -1.29
H  -2.57  1.40  0.36
H  0.10  2.20  -0.38
H  -0.85  1.05  1.97
H  0.75  1.97  1.51
H  -0.02  4.02  1.99
H  -1.61  3.68  2.06
H  -0.57  3.35  3.46
H  3.24  -4.59  -2.23
H  3.70  -3.13  -2.07
O  3.44  -3.79  -2.72
H  1.21  -5.57  -1.16
H  1.06  -4.34  -2.00
O  1.41  -4.62  -1.14

Maximum force for the records above, in order: 0.046, 0.051 Eh/bohr